The following is a DFT calculation (ωB97M-V with the def2-TZVPD basis set) of the molecule C2H5NOS at a distorted geometry.

Geometry (Å):
C 1.514 -0.559 0.028
C -0.753 0.020 -0.063
H 2.416 -0.094 -0.269
H 1.626 -0.943 1.051
H 1.267 -1.397 -0.682
H -1.205 2.036 0.000
H -2.578 0.900 0.082
N -1.572 1.106 0.011
O 0.507 0.488 -0.121
S -1.222 -1.558 -0.038

Output
- HOMO: -8.673 eV
- Spin multiplicity: 1
- Charge: 0
- E: -607.38523 Ha
- Orbital gap: 9.5 eV
- Relative energy (zero: lowest compared OMol25 entry of this formula, charge and spin): 56.68 kJ/mol
- SMILES: COC(N)=S


The following is a DFT calculation (ωB97M-V with the def2-TZVPD basis set) of a cluster of 2 separate species, C6H7NO2Si in total at a distorted geometry.

Geometry (Å):
C 2.455 -0.109 0.895
C 1.848 -1.285 0.413
C 1.935 1.186 0.564
C 0.572 -1.257 -0.164
C 0.719 1.180 -0.154
C 0.032 -0.048 -0.496
N -2.818 -0.174 0.272
O -3.401 -1.221 0.456
O -3.049 0.877 0.857
Si -1.705 0.301 -1.160
H 3.387 -0.331 1.435
H 2.182 -2.284 0.563
H 2.234 2.166 0.786
H -0.102 -2.041 -0.443
H 0.229 2.190 -0.358
H -2.728 -0.912 -2.264
H -1.791 1.762 -1.204

Output
- HOMO (alpha / beta): -7.052 / -9.866 eV
- Spin multiplicity: 3
- Charge: 0
- E: -727.27863 Ha
- Expectation value of S²: 2.01
- Orbital gap (alpha / beta): 6.8 / 7.1 eV
- Relative energy (zero: lowest compared OMol25 entry of this formula, charge and spin): 389.69 kJ/mol


The following is a DFT calculation (ωB97M-V with the def2-TZVPD basis set) of a cluster of 16 separate species, C36H101F6N4O19S2 in total at a distorted geometry.

Geometry (Å):
C -2.250 1.267 2.045
F -3.337 1.305 1.265
F -1.386 2.241 1.889
F -2.588 1.264 3.335
S -1.337 -0.464 1.665
O -0.341 -0.630 2.707
O -2.373 -1.521 1.766
N -0.789 -0.146 0.019
S 0.684 -0.718 0.028
O 1.608 0.262 0.614
O 0.834 -2.125 0.402
C 1.137 -0.724 -1.820
F 0.423 -1.646 -2.469
F 1.012 0.541 -2.200
F 2.408 -1.060 -1.976
C 3.379 3.201 1.713
O 3.362 4.221 0.689
H 2.413 2.697 1.679
H 4.182 2.518 1.434
H 3.492 3.710 2.670
H 4.070 4.798 0.986
C 3.019 -0.911 -5.615
O 3.236 -2.095 -6.331
H 2.019 -0.547 -5.854
H 2.940 -1.153 -4.556
H 3.845 -0.226 -5.808
H 3.159 -1.820 -7.248
C 3.482 -4.453 0.662
C 3.229 -5.312 -0.560
O 4.547 -5.691 -1.085
H 4.060 -4.903 1.469
H 2.558 -4.109 1.127
H 4.066 -3.567 0.411
H 2.546 -4.788 -1.229
H 2.639 -6.200 -0.335
H 4.528 -6.189 -1.905
C -3.277 2.574 6.925
C -4.464 2.034 7.684
O -5.681 2.132 7.010
H -3.398 3.650 6.802
H -3.187 2.061 5.968
H -2.337 2.617 7.476
H -4.563 2.523 8.653
H -4.329 0.962 7.829
H -5.849 3.075 6.947
C -4.153 -1.950 -2.919
C -2.923 -1.852 -2.025
O -2.769 -0.508 -1.715
H -5.070 -1.663 -2.404
H -4.403 -2.945 -3.286
H -4.173 -1.347 -3.826
H -2.038 -2.218 -2.546
H -3.044 -2.414 -1.100
H -2.058 -0.444 -1.073
C -6.500 1.632 -1.340
C -6.614 1.640 0.183
O -7.532 0.617 0.518
H -5.839 2.413 -1.715
H -7.490 1.813 -1.758
H -6.130 0.714 -1.797
H -6.949 2.583 0.616
H -5.653 1.382 0.628
H -8.421 0.972 0.455
C 6.409 -3.205 -4.291
C 5.069 -3.013 -3.494
O 5.269 -3.233 -2.125
H 6.421 -2.798 -5.302
H 6.590 -4.280 -4.325
H 7.293 -2.860 -3.753
H 4.266 -3.555 -3.995
H 4.731 -1.980 -3.579
H 5.159 -4.181 -2.025
C -0.048 -4.103 3.369
C -1.485 -4.628 3.093
O -1.641 -5.756 3.983
H -0.027 -3.906 4.441
H 0.088 -3.182 2.801
H 0.698 -4.849 3.098
H -1.752 -4.828 2.056
H -2.184 -3.834 3.355
H -2.578 -5.851 4.172
C -1.405 0.297 -5.108
C -2.734 1.003 -5.217
O -3.126 1.408 -3.930
H -0.604 0.952 -4.765
H -1.031 0.044 -6.100
H -1.522 -0.569 -4.457
H -3.528 0.403 -5.662
H -2.697 1.860 -5.890
H -3.024 0.653 -3.345
C 3.919 1.653 -3.529
C 4.006 2.167 -2.102
O 2.984 3.133 -1.822
H 4.598 0.855 -3.831
H 4.132 2.474 -4.214
H 2.963 1.225 -3.831
H 4.949 2.650 -1.845
H 4.067 1.372 -1.358
H 3.050 3.452 -0.919
C 0.985 2.439 4.533
C 0.571 1.719 5.807
O 0.559 2.747 6.875
H 0.231 3.192 4.306
H 0.953 1.672 3.760
H 1.991 2.858 4.524
H 1.216 0.922 6.178
H -0.383 1.199 5.726
H 0.255 2.399 7.716
C 0.339 4.319 -5.682
C 1.166 4.288 -4.428
O 0.823 3.202 -3.641
H 0.307 3.409 -6.281
H 0.793 5.050 -6.352
H -0.649 4.744 -5.504
H 0.900 5.225 -3.940
H 2.229 4.344 -4.664
H 1.618 3.044 -3.126
C 5.192 -2.094 3.584
C 3.860 -1.438 3.088
C 2.913 -1.122 4.270
O 2.480 -2.321 4.957
C 1.459 -2.022 5.825
N 4.097 -0.327 2.193
H 5.527 -1.549 4.467
H 6.005 -2.015 2.862
H 5.060 -3.144 3.845
H 3.361 -2.205 2.495
H 2.077 -0.482 3.987
H 3.572 -0.549 4.922
H 1.632 -1.137 6.438
H 1.311 -2.902 6.451
H 0.508 -1.760 5.361
H 4.517 -0.613 1.320
H 3.178 -0.041 1.887
C -0.037 -3.478 -6.292
C 0.632 -4.080 -5.044
C -0.147 -5.191 -4.316
O -1.460 -4.732 -3.970
C -2.174 -5.653 -3.176
N 1.993 -4.448 -5.356
H 0.632 -2.736 -6.728
H -0.924 -2.901 -6.031
H -0.388 -4.224 -7.005
H 0.591 -3.298 -4.287
H 0.311 -5.361 -3.342
H -0.388 -6.039 -4.957
H -1.940 -5.519 -2.120
H -2.070 -6.682 -3.521
H -3.237 -5.410 -3.182
H 2.325 -3.644 -5.870
H 2.504 -4.480 -4.485
C -4.523 4.438 3.560
C -3.476 5.312 4.263
C -2.787 6.274 3.304
O -3.651 7.099 2.582
C -3.033 7.938 1.603
N -4.179 6.072 5.284
H -5.018 3.729 4.224
H -4.050 3.784 2.827
H -5.266 5.125 3.156
H -2.744 4.628 4.693
H -2.296 5.670 2.541
H -1.992 6.835 3.794
H -2.449 7.329 0.913
H -2.334 8.629 2.074
H -3.796 8.577 1.159
H -3.504 6.545 5.867
H -4.677 6.767 4.747

Output
- HOMO: -6.770 eV
- Spin multiplicity: 1
- Charge: -1
- E: -4476.16989 Ha
- Orbital gap: 8.8 eV
- Relative energy (zero: lowest compared OMol25 entry of this formula, charge and spin): 0.00 kJ/mol


The following is a DFT calculation (ωB97M-V with the def2-TZVPD basis set) of a cluster of 2 separate species, C4H12NO2 in total.

Geometry (Å):
C -0.877 0.711 -1.608
C -0.590 -0.749 -1.334
C 0.827 -0.988 -0.863
O -0.809 -1.427 -2.607
H -1.868 0.768 -2.061
H -0.139 1.139 -2.294
H -0.840 1.277 -0.679
H -1.307 -1.104 -0.593
H 0.936 -0.571 0.140
H 1.525 -0.436 -1.502
H 1.101 -2.047 -0.875
H -0.750 -2.368 -2.428
N 1.229 1.124 2.081
C -0.062 0.439 2.510
O -0.858 0.215 1.479
H 0.957 1.864 1.441
H 1.732 1.541 2.861
H 0.291 -0.492 3.025
H -0.498 1.105 3.307

Output
- HOMO: -2.656 eV
- Spin multiplicity: 1
- Charge: -1
- E: -364.82637 Ha
- Orbital gap: 6.5 eV
- Relative energy (zero: lowest compared OMol25 entry of this formula, charge and spin): 76.48 kJ/mol


The following is a DFT calculation (ωB97M-V with the def2-TZVPD basis set) of a cluster of 14 separate species, F6H26O13P in total at a distorted geometry.

Geometry (Å):
P -3.265 6.504 -27.341
F -3.921 7.973 -27.509
F -3.668 6.086 -28.863
F -1.884 7.136 -27.884
F -2.555 5.044 -27.080
F -2.846 6.969 -25.858
F -4.740 6.009 -26.784
O -5.773 3.754 -28.190
H -5.054 3.125 -28.133
H -5.379 4.592 -27.948
O -0.768 3.235 -28.391
H -0.629 3.470 -27.473
H 0.085 2.921 -28.691
O -1.116 6.514 -23.528
H -1.315 7.150 -22.842
H -1.693 6.753 -24.253
O -3.431 9.722 -25.070
H -4.084 9.350 -24.477
H -3.204 9.003 -25.659
O -2.375 4.163 -30.503
H -1.765 4.779 -30.909
H -2.120 4.145 -29.581
O -6.507 8.104 -26.459
H -5.684 7.859 -26.881
H -6.394 9.027 -26.230
O -3.788 6.944 -31.739
H -2.963 7.333 -31.445
H -3.997 6.292 -31.071
O -3.265 10.407 -29.414
H -4.135 10.515 -29.798
H -2.972 9.549 -29.721
O -6.533 6.465 -23.816
H -5.727 6.120 -24.199
H -7.223 5.895 -24.157
O -1.634 8.055 -30.500
H -1.460 7.138 -30.710
H -1.371 8.147 -29.585
O -4.267 4.753 -24.542
H -4.281 4.021 -25.158
H -3.630 5.364 -24.910
O -3.388 2.108 -27.791
H -3.540 1.684 -28.636
H -2.482 2.414 -27.836
O 0.712 5.836 -26.621
H 0.836 4.918 -26.380
H -0.213 5.899 -26.859

Output
- HOMO: -7.626 eV
- Spin multiplicity: 1
- Charge: -1
- E: -1934.59717 Ha
- Orbital gap: 9.4 eV
- Relative energy (zero: lowest compared OMol25 entry of this formula, charge and spin): 124.64 kJ/mol


The following is a DFT calculation (ωB97M-V with the def2-TZVPD basis set) of a cluster of 2 separate species, C9H14S in total at a distorted geometry.

Geometry (Å):
C -1.765 1.324 1.167
C -0.606 0.249 -2.320
C 0.380 1.189 -2.592
C -1.267 0.267 -1.098
C -1.083 1.287 -0.165
C 0.655 2.160 -1.632
C -0.014 2.147 -0.414
H -0.770 -0.629 -2.937
H 0.964 1.174 -3.505
H -2.034 -0.480 -0.944
H 1.408 2.905 -1.827
H -1.306 2.071 1.822
H -1.763 0.385 1.704
H 0.264 2.915 0.288
H -2.788 1.673 1.089
C 2.290 -1.388 1.419
C -0.149 -2.736 1.132
S 1.136 -2.430 2.378
H 2.512 -0.475 1.959
H 3.198 -1.969 1.270
H 1.870 -1.210 0.435
H -0.955 -3.162 1.723
H 0.184 -3.475 0.411
H -0.363 -1.793 0.636

Output
- HOMO: -8.349 eV
- Spin multiplicity: 1
- Charge: 0
- E: -749.50250 Ha
- Orbital gap: 9.3 eV
- Relative energy (zero: lowest compared OMol25 entry of this formula, charge and spin): 27.42 kJ/mol
- SMILES: Cc1ccccc1.CSC


The following is a DFT calculation (ωB97M-V with the def2-TZVPD basis set) of the molecule C7H6O3S at a distorted geometry.

Geometry (Å):
C -1.242 -2.157 -0.898
C -0.847 -0.947 -1.568
C -1.344 -2.139 0.547
C -0.507 0.185 -0.848
C -1.012 -0.976 1.240
C -0.468 0.123 0.568
C 0.963 2.236 0.721
O 3.160 3.275 -0.368
O 3.446 1.201 1.014
O 0.232 1.027 1.391
S 2.653 2.053 0.214
H -1.464 -3.145 -1.458
H -0.849 -0.872 -2.704
H -1.761 -3.014 1.107
H -0.187 1.088 -1.360
H -1.194 -0.872 2.323
H 0.420 2.933 0.078

Output
- HOMO: -8.982 eV
- Spin multiplicity: 1
- Charge: 0
- E: -894.09083 Ha
- Orbital gap: 7.3 eV
- Relative energy (zero: lowest compared OMol25 entry of this formula, charge and spin): 334.24 kJ/mol
- SMILES: O=S(=O)=COc1ccccc1


The following is a DFT calculation (ωB97M-V with the def2-TZVPD basis set) of a structure of composition C14H11BrClN3O3 at a distorted geometry.

Geometry (Å):
N -2.375 -1.218 0.115
C -3.069 -0.140 0.046
N -2.664 1.179 0.070
O -1.350 1.191 0.069
C -0.929 2.280 -0.201
O -1.642 3.375 -0.140
C 0.492 2.318 0.167
O 1.021 1.141 -0.213
C 2.315 0.894 -0.113
C 3.419 1.767 0.107
C 4.648 1.617 0.196
C 4.934 0.171 0.003
C 4.070 -1.071 -0.142
C 2.755 -0.391 -0.051
Br 1.336 -1.762 -0.397
H 4.229 -1.968 0.040
Cl 6.727 -0.576 0.234
H 5.445 2.105 0.362
H 3.247 2.970 0.108
H 0.857 2.958 1.065
H 0.905 3.056 -0.921
C -4.802 -0.216 0.209
C -5.527 0.826 -0.336
C -6.952 0.561 -0.206
C -7.375 -0.540 -0.170
N -6.506 -1.656 0.504
C -5.274 -1.668 0.510
H -4.662 -2.138 0.884
H -8.512 -0.962 0.200
H -7.533 1.240 -0.646
H -5.071 1.746 -0.785
H -2.828 -2.156 -0.285
H -1.398 -1.051 -0.005

Output
- HOMO: -8.854 eV
- Spin multiplicity: 1
- Charge: 0
- E: -3963.69824 Ha
- Orbital gap: 8.9 eV
- Relative energy (zero: lowest compared OMol25 entry of this formula, charge and spin): 1467.37 kJ/mol